Entry 1:
DFT (wB97M-V/def2-TZVPD) results for a molecular structure, C18H19N3O3Ti.

The geometry in XYZ format:
```
44
Properties=species:S:1:pos:R:3:forces:R:3:mulliken_spin:R:1
Ti 0.7225 -0.3309 1.1055 0.2 0.0 0.0 0.935
O 2.6269 -1.0244 0.2517 0.0 0.0 0.0 0.006
O 1.8487 0.4502 2.3888 0.0 0.0 0.0 -0.003
O -1.1476 -0.0428 0.8392 -0.1 0.0 0.0 0.029
N 0.6449 1.5425 0.2973 0.1 -0.1 0.0 -0.043
N 0.3970 -2.2741 0.0094 0.0 0.0 0.1 -0.002
N -0.5543 1.8276 -0.3445 0.0 0.0 0.0 0.007
C -0.7887 -2.9053 0.0558 0.0 0.0 0.0 0.009
C 3.8689 1.3661 3.2318 0.0 0.0 0.0 -0.002
C -5.0867 0.2506 -0.5283 0.0 0.0 0.0 0.000
C -2.7971 0.9907 -0.5684 0.0 0.0 0.0 -0.005
C -5.3741 1.0848 -1.5989 0.0 0.0 0.0 -0.001
C -4.3742 1.8742 -2.1537 0.0 0.0 0.0 0.001
C -0.9668 -4.1772 -0.4455 0.0 0.0 0.0 0.000
C -1.4335 0.9385 -0.0116 -0.1 0.0 0.0 0.016
C 2.7675 1.3811 2.2227 0.0 0.0 0.0 0.015
C 1.5419 2.4859 0.3771 0.0 0.0 0.0 0.043
C 0.1163 -4.8266 -1.0199 0.0 0.1 0.0 0.002
C 2.7119 -2.1098 -0.6753 0.0 0.0 0.0 -0.008
C 1.4334 -2.8943 -0.5688 0.1 0.0 0.0 0.009
C 1.3448 3.7841 -0.3382 0.0 0.0 0.0 0.000
C -3.8005 0.2005 -0.0146 0.0 0.0 0.0 -0.001
C 1.3363 -4.1732 -1.0841 0.0 0.0 0.0 0.001
C 2.6894 2.3086 1.2206 0.0 0.0 0.0 -0.009
C -3.0898 1.8309 -1.6412 0.0 0.0 0.0 0.000
H -2.3046 2.4428 -2.0628 0.0 0.0 0.0 0.000
H -4.5990 2.5252 -2.9879 0.0 0.0 0.0 0.000
H 2.8248 -1.7270 -1.6926 0.0 0.0 0.0 -0.001
H -3.5738 -0.4357 0.8303 0.0 0.0 0.0 -0.001
H -1.9371 -4.6478 -0.3847 0.0 0.0 0.0 0.000
H 3.3294 -0.3754 0.1139 0.0 0.0 0.0 -0.004
H 4.3605 0.3922 3.2328 0.0 0.0 0.0 0.001
H -5.8667 -0.3567 -0.0889 0.0 0.0 0.0 0.000
H 3.5698 -2.7387 -0.4357 0.0 0.0 0.0 0.000
H 3.4400 1.5124 4.2241 0.0 0.0 0.0 0.001
H 4.6026 2.1446 3.0407 0.0 0.0 0.0 0.000
H -1.5989 -2.3470 0.5050 0.0 0.0 0.0 -0.001
H 0.0126 -5.8283 -1.4140 0.0 0.0 0.0 0.000
H 0.9929 3.6109 -1.3534 0.0 0.0 0.0 0.002
H 3.4541 3.0699 1.1763 0.0 0.0 0.0 0.000
H 0.5694 4.3622 0.1673 0.0 0.0 0.0 0.003
H 2.2649 4.3624 -0.3474 0.0 0.0 0.0 0.000
H -6.3783 1.1230 -1.9996 0.0 0.0 0.0 0.000
H 2.2004 -4.6469 -1.5301 0.0 0.0 0.0 0.000
```
Forces are in eV/Å.

Calculated values
multiplicity = 2
orbital gap (alpha / beta) = 7.73 / 7.77 eV
energy above the lowest of the compared OMol25 structures with the same formula, charge and spin = 0.00 kJ/mol
<S²> = 0.754
highest occupied orbital energy (alpha / beta) = -0.40149 / -0.40430 hartree
charge = +1
lowest unoccupied orbital energy (alpha / beta) = -3.20 / -3.23 eV



Entry 2:
DFT (wB97M-V/def2-TZVPD) results for a molecular structure, C18H19NO2Pb.

The geometry in XYZ format:
```
41
Properties=species:S:1:pos:R:3:forces:R:3:mulliken_charge:R:1
Pb 0.0084 0.4924 -0.4033 1.1 -1.4 1.4 0.900
O -1.5573 -0.5922 -1.4999 -1.3 -0.9 0.4 -0.581
O -3.5997 -1.5450 -1.4203 1.0 0.1 0.5 -0.663
N -1.1428 -1.3709 1.1478 -1.0 -0.9 -0.6 -0.323
C 1.7424 0.6078 -2.0623 -1.2 -1.4 0.4 -0.747
C -0.6578 2.0986 -2.0865 1.1 3.3 -0.3 -0.341
C -1.2980 -3.3732 4.2633 0.4 0.2 0.2 -0.759
C -2.2382 -1.8073 0.5140 1.1 0.3 0.5 0.604
C 1.3194 1.2153 -3.4013 0.0 -0.3 -0.6 -0.824
C 0.6875 -1.9832 4.2820 -0.3 0.5 -1.0 -0.564
C 0.1297 2.8805 -1.2381 -2.3 0.4 -2.1 -0.563
C 0.3432 -1.4335 3.0500 0.2 -0.4 0.8 -0.391
C -0.1664 1.6470 -3.4342 0.0 -0.1 -0.2 -0.836
C 2.7188 2.8571 -1.3051 0.9 -0.3 0.2 -0.770
C 1.3895 3.5601 -1.6668 1.0 0.2 0.3 -0.830
C -1.6679 -2.8466 3.0003 0.8 0.5 0.1 1.138
C -3.1253 -2.7530 1.0776 0.4 0.2 0.5 -0.647
C -2.5113 -1.2864 -0.9160 -0.2 0.4 -0.5 0.208
C -2.8256 -3.2636 2.3220 -0.4 0.2 -0.9 -0.486
C -0.8208 -1.8577 2.3767 -1.2 -0.9 0.2 -0.159
C -0.1360 -2.9525 4.8879 -0.6 -0.5 0.2 -0.455
C 2.6130 1.3395 -1.0676 1.1 0.2 -0.5 -0.469
H 1.5997 -1.6573 4.7733 -0.1 0.0 0.0 0.394
H -1.9539 -4.1212 4.7152 0.3 0.2 0.0 0.350
H -0.2811 3.2060 -0.2852 -0.1 0.0 -0.2 0.606
H -3.4774 -4.0022 2.7708 0.0 0.0 0.1 0.399
H 1.9485 -0.4684 -2.1656 0.6 0.6 -0.1 0.679
H 2.3142 1.2753 -0.0222 -0.7 -0.2 0.5 -0.024
H 1.4277 4.5299 -1.1547 -0.3 -0.1 -0.1 0.399
H 1.3828 3.8114 -2.7289 -0.3 -0.3 0.0 0.340
H 1.4222 0.4551 -4.2004 0.1 0.2 0.5 0.363
H 0.9568 -0.6806 2.5809 0.1 0.1 0.0 0.337
H -1.7233 1.9871 -1.9114 0.1 -0.4 0.6 0.594
H 1.9484 2.0428 -3.7684 0.0 -0.2 0.4 0.300
H -0.3216 2.4364 -4.1932 -0.1 -0.1 0.3 0.384
H -0.7775 0.7958 -3.7712 0.1 0.2 0.3 0.437
H 3.4894 3.0337 -2.0696 -0.3 0.2 0.1 0.238
H -3.9902 -3.0264 0.4950 -0.1 -0.1 0.1 0.501
H 3.5896 0.8354 -0.9775 0.2 0.6 -0.4 0.398
H 3.1003 3.2990 -0.3687 0.0 -0.1 -0.4 0.518
H 0.1405 -3.3846 5.8614 -0.1 0.3 -0.5 0.347
```
Forces are in eV/Å.

Calculated values
orbital gap = 6.80 eV
highest occupied orbital energy = -0.25780 hartree
lowest unoccupied orbital energy = -0.22 eV



Entry 3:
DFT (wB97M-V/def2-TZVPD) results for a single C18H19NO4 molecule.

The geometry in XYZ format:
```
42
Properties=species:S:1:pos:R:3:forces:R:3:mulliken_charge:R:1
O 1.1104 0.7409 -2.0776 -0.1 -0.1 -0.3 -0.676
O -1.4539 0.6640 -1.5483 -0.1 0.1 0.1 -0.773
O -2.2089 1.7020 0.2904 0.2 0.2 0.1 -0.424
O -4.4015 -0.8629 -0.7436 -0.2 -0.1 -0.3 -0.656
N -2.8859 -0.8149 0.9423 0.3 0.0 0.5 -0.126
C 1.2224 1.3919 -0.9194 -0.2 0.2 0.3 0.281
C -2.5133 -2.2115 0.9187 0.1 -0.3 -0.2 -1.213
C 2.6710 2.4554 0.6861 -0.1 -0.1 -0.2 -0.324
C 3.6257 -0.9773 0.7571 0.0 0.0 0.1 -0.727
C 0.1143 1.7065 -0.1049 0.2 0.0 0.0 0.097
C 2.3520 -1.1059 1.2751 0.1 -0.1 0.0 -0.352
C 1.5803 2.7536 1.4982 -0.1 0.1 0.2 -0.855
C -1.1277 -2.3899 0.2866 -0.1 0.1 0.3 -0.491
C -3.5191 1.2761 -0.0673 -0.4 -0.2 -0.5 -0.477
C 0.3162 2.3860 1.1016 0.0 0.0 0.0 -0.379
C 2.9283 -2.1308 -1.2164 0.1 0.0 -0.1 -0.645
C -3.6531 -0.2553 -0.0172 0.1 0.5 0.2 0.620
C 1.6536 -2.2661 -0.6915 -0.1 0.0 0.0 -0.194
C -1.2254 1.3091 -0.5386 0.1 -0.1 -0.2 1.196
C -0.0179 -1.8564 1.1914 -0.1 -0.1 -0.2 -0.455
C 3.9181 -1.4892 -0.4959 0.1 0.0 -0.1 -0.489
C 1.3481 -1.7525 0.5600 0.0 0.1 0.1 0.344
C 2.4971 1.7881 -0.5039 -0.1 0.0 -0.2 -0.658
H 0.0576 -2.4982 2.0759 -0.1 0.1 0.0 0.467
H 4.3899 -0.4727 1.3302 0.1 0.1 0.0 0.431
H 3.6632 2.7509 0.9920 0.1 0.0 0.0 0.447
H -2.2862 -0.2027 1.4763 -0.1 0.0 -0.1 0.275
H -0.5418 2.6195 1.7133 0.0 0.0 0.0 0.486
H -1.1249 -1.8556 -0.6657 0.0 -0.1 -0.1 0.253
H 3.1451 -2.5303 -2.1959 0.0 0.0 -0.1 0.392
H 1.7260 3.2755 2.4313 0.0 0.1 0.1 0.420
H 0.1636 0.5209 -2.2291 0.2 0.1 0.1 0.404
H -0.9643 -3.4496 0.0870 0.0 -0.1 -0.1 0.559
H 0.9011 -2.7747 -1.2729 -0.1 0.0 -0.1 0.386
H -0.2812 -0.8556 1.5504 0.0 0.0 0.1 0.160
H 4.9115 -1.3868 -0.9070 0.1 0.0 0.0 0.410
H 2.1268 -0.6955 2.2501 0.0 0.1 0.1 0.385
H -2.5294 -2.6040 1.9395 0.0 -0.1 -0.1 0.354
H -4.1923 1.7445 0.6527 0.1 -0.1 -0.1 0.326
H 3.3309 1.5467 -1.1428 0.1 0.0 -0.1 0.466
H -3.2693 -2.7250 0.3218 0.1 0.0 0.2 0.420
H -3.7687 1.6024 -1.0809 0.0 -0.1 0.2 0.334
```
Forces are in eV/Å.

Calculated values
SMILES = O=C(COC(=O)c1ccccc1O)NCCCc1ccccc1
orbital gap = 9.00 eV
energy above the lowest of the compared OMol25 structures with the same formula, charge and spin = 0.00 kJ/mol
highest occupied orbital energy = -0.32273 hartree
lowest unoccupied orbital energy = 0.22 eV



Entry 4:
DFT (wB97M-V/def2-TZVPD) results for a single C18H19NO5 molecule.

The geometry in XYZ format:
```
43
Properties=species:S:1:pos:R:3:forces:R:3:mulliken_charge:R:1
O -1.3038 -1.0713 1.0463 0.1 -0.2 0.0 -0.589
O 0.2725 -1.5466 -1.5868 0.4 0.3 0.1 -0.687
O -3.0457 -1.3363 -0.3455 -0.3 0.1 -0.1 -0.319
O 2.3331 -1.5015 -0.8096 0.0 -0.3 0.0 -0.424
O -0.3785 1.3313 -2.5975 0.0 -0.1 -0.2 -0.671
N -0.9062 1.8265 -0.4600 -0.2 0.0 0.1 0.073
C -3.3228 1.4739 -0.4275 0.1 0.0 0.0 -0.875
C -2.9461 0.6929 0.8441 0.1 -0.1 0.1 0.143
C -0.6758 1.7511 0.9658 0.3 0.0 0.5 -0.776
C 5.6745 0.4415 0.6324 0.1 0.1 0.1 -0.689
C -0.1328 1.2619 -1.4096 0.2 0.1 -0.1 0.163
C 3.4002 0.5511 -0.1492 0.2 -0.5 0.0 0.867
C -1.9991 1.5231 1.7108 0.0 -0.3 -0.1 -1.156
C -2.3111 -0.6614 0.5265 -0.2 0.4 0.3 0.255
C 2.1922 1.2476 -0.4739 -0.6 -0.3 -0.2 0.413
C -2.8906 -3.6861 0.3099 0.0 0.4 -0.1 -1.229
C -2.5810 -2.6335 -0.7438 0.3 -0.6 0.0 0.146
C 4.5510 1.1794 0.3387 -0.1 -0.2 -0.1 -0.581
C -2.1753 2.4090 -0.8348 -0.3 0.1 -0.3 -1.024
C 1.1167 0.5755 -0.9348 0.5 0.3 0.0 -0.016
C 4.5525 -1.5818 -0.0348 -0.3 0.0 -0.1 -0.437
C 1.1682 -0.8739 -1.1484 -0.5 -0.2 -0.2 0.402
C 5.6733 -0.9389 0.4455 -0.1 0.1 0.0 -0.455
C 3.4110 -0.8404 -0.3348 0.7 0.6 0.3 -0.114
H -3.5323 0.7678 -1.2300 -0.1 0.1 0.0 0.360
H 4.5401 2.2500 0.4790 0.0 0.1 0.0 0.441
H -3.8581 0.4636 1.4054 0.1 0.0 -0.1 0.587
H -2.1653 2.5627 -1.9147 0.0 0.1 0.2 0.478
H 4.5331 -2.6489 -0.1874 0.0 -0.1 0.0 0.481
H 6.5600 0.9308 1.0079 0.1 0.0 0.0 0.398
H -2.5856 -4.6618 -0.0567 0.0 -0.1 0.0 0.414
H -2.3454 -3.4692 1.2250 0.0 0.0 0.1 0.307
H -2.4795 2.4734 1.9481 0.0 0.0 0.0 0.433
H 6.5582 -1.5113 0.6776 0.1 -0.1 0.0 0.379
H -2.2676 3.3794 -0.3371 0.0 0.0 -0.1 0.359
H -4.2224 2.0649 -0.2514 0.0 0.0 0.0 0.459
H 0.0011 0.9221 1.1737 -0.1 0.2 0.0 0.475
H -3.1119 -2.8387 -1.6750 0.1 0.0 0.1 0.404
H 2.1621 2.3210 -0.3446 -0.1 0.1 0.0 0.496
H -1.7918 1.0011 2.6446 0.0 0.1 0.0 0.419
H -1.5064 -2.5768 -0.9350 -0.3 0.0 0.0 0.037
H -3.9567 -3.7055 0.5277 -0.1 -0.1 0.0 0.308
H -0.2079 2.6824 1.3139 0.0 -0.1 0.0 0.342
```
Forces are in eV/Å.

Calculated values
SMILES = CCOC(=O)C1CCN(C(=O)c2cc3ccccc3oc2=O)CC1
orbital gap = 8.74 eV
energy above the lowest of the compared OMol25 structures with the same formula, charge and spin = 0.00 kJ/mol
highest occupied orbital energy = -0.32645 hartree
lowest unoccupied orbital energy = -0.14 eV